No. 1
{
  "formula": "C52H50BrIKN7O4Si",
  "method": "ωB97M-V/def2-TZVPD",
  "e_tot_ev": -175706.918,
  "gap_ev": 4.85,
  "relative_energy_kj_mol": 29.68,
  "total_charge": -2,
  "species": ["I", "Br", "K", "Si", "O", "O", "O", "O", "N", "N", "N", "N", "N", "N", "N", "C", "C", "C", "C", "C", "C", "C", "C", "C", "C", "C", "C", "C", "C", "C", "C", "C", "C", "C", "C", "C", "C", "C", "C", "C", "C", "C", "C", "C", "C", "C", "C", "C", "C", "C", "C", "C", "C", "C", "C", "C", "C", "C", "C", "C", "C", "C", "C", "C", "C", "C", "C", "H", "H", "H", "H", "H", "H", "H", "H", "H", "H", "H", "H", "H", "H", "H", "H", "H", "H", "H", "H", "H", "H", "H", "H", "H", "H", "H", "H", "H", "H", "H", "H", "H", "H", "H", "H", "H", "H", "H", "H", "H", "H", "H", "H", "H", "H", "H", "H", "H", "H"],
  "xyz": [[-3.879, -0.262, 3.013], [3.005, 0.955, -2.972], [-1.544, -0.988, 0.576], [2.072, 1.859, 1.604], [-1.372, -1.384, -1.794], [-1.143, -3.629, -1.795], [2.269, -3.276, 2.789], [-4.318, -4.838, 0.734], [-1.003, -3.558, 1.378], [-3.340, 3.244, -0.833], [-2.285, 2.506, -2.821], [1.475, -2.213, 0.960], [-3.595, -2.722, 0.427], [1.156, -1.039, -2.539], [-2.024, 1.320, -0.782], [-1.022, 2.599, 4.332], [3.785, 4.439, -1.304], [6.013, 1.578, 3.091], [2.715, 4.687, -2.155], [-3.321, -3.897, 0.771], [2.616, -3.111, -3.637], [3.746, -2.207, -0.003], [0.209, -5.165, 2.665], [-1.336, 3.942, 4.166], [1.288, -3.061, 1.870], [-0.627, 4.697, 3.241], [1.309, 3.370, -0.705], [-0.885, -6.015, 2.658], [-0.759, -2.467, -1.992], [3.774, -3.548, -0.383], [5.596, -3.111, -1.895], [-1.351, 1.650, -3.538], [-4.948, -0.612, -3.012], [-2.034, -5.624, 1.997], [3.608, 3.672, -0.154], [2.369, 3.107, 0.180], [1.470, 4.151, -1.840], [-4.521, -1.342, -1.908], [-0.004, 2.027, 3.580], [4.694, -3.999, -1.318], [3.646, 2.098, 2.708], [3.137, -1.828, -3.618], [4.871, 1.549, 2.299], [-5.039, -2.657, 0.194], [3.264, -2.257, 2.493], [5.968, 2.150, 4.356], [5.553, -1.770, -1.545], [-6.300, -0.448, -3.275], [2.346, -0.844, -3.041], [4.770, 2.700, 4.799], [-2.047, -4.382, 1.374], [4.629, -1.322, -0.608], [3.639, 2.681, 3.987], [-2.483, 2.285, -1.469], [-2.430, 3.832, -3.381], [-5.454, -1.904, -1.047], [0.389, 4.111, 2.492], [1.361, -3.349, -3.097], [-2.632, 3.885, 0.280], [2.850, -1.718, 1.110], [-6.814, -1.740, -1.313], [-4.543, 2.561, -0.337], [-7.238, -1.022, -2.422], [0.732, 2.760, 2.641], [0.656, -2.282, -2.560], [0.098, -3.957, 1.993], [-5.468, -4.138, 0.212], [-3.205, 4.372, -2.847], [-1.495, 4.407, -3.325], [-1.588, 1.696, -4.603], [-5.237, 3.314, 0.044], [3.196, -3.921, -4.065], [0.625, 4.326, -2.498], [-3.311, 4.589, 0.765], [-2.285, 3.161, 1.025], [-5.025, 2.030, -1.161], [-4.207, -0.160, -3.662], [6.226, -1.060, -2.013], [1.132, -5.414, 3.168], [4.699, -5.044, -1.607], [2.720, 3.124, 4.359], [-2.916, -6.246, 1.967], [0.909, -4.330, -3.060], [-6.626, 0.128, -4.133], [4.579, -0.271, -0.353], [-0.310, 1.968, -3.398], [0.193, 0.963, 3.685], [2.847, 5.286, -3.049], [0.922, 4.714, 1.764], [-1.768, 4.441, -0.093], [4.111, -1.592, -4.021], [-0.876, 5.743, 3.089], [-4.321, 1.842, 0.460], [-8.297, -0.892, -2.610], [2.808, -0.623, 1.111], [6.850, 2.166, 4.986], [-1.429, 0.611, -3.223], [4.763, 4.852, -1.533], [4.244, -2.729, 2.498], [-0.843, -6.969, 3.168], [4.717, 3.155, 5.783], [-2.702, 3.742, -4.435], [3.064, -4.243, 0.053], [-7.548, -2.157, -0.629], [3.212, -1.487, 3.262], [-2.152, 4.384, 4.727], [-1.457, 0.664, -1.312], [6.312, -3.461, -2.630], [0.337, 2.923, -0.504], [-1.608, 1.985, 5.006], [4.460, 3.507, 0.499], [-6.310, -4.336, 0.873], [6.937, 1.140, 2.725], [-5.684, -4.515, -0.789], [-3.461, -1.471, -1.722], [4.928, 1.075, 1.322], [-5.445, -2.117, 1.058]]
}

---

No. 2
{
  "formula": "C41H53BF6N6O12P2ReS",
  "method": "ωB97M-V/def2-TZVPD",
  "e_tot_ev": -125425.468,
  "gap_ev": [4.89, 5.18],
  "spin_multiplicity": 2,
  "s_squared": 0.841,
  "relative_energy_kj_mol": 48.27,
  "total_charge": 0,
  "species": ["Re", "S", "P", "P", "F", "F", "F", "F", "F", "F", "O", "O", "O", "O", "O", "O", "O", "O", "O", "O", "O", "O", "N", "N", "N", "N", "N", "N", "C", "C", "C", "C", "C", "C", "C", "C", "C", "C", "C", "C", "C", "C", "C", "C", "C", "C", "C", "C", "C", "C", "C", "C", "C", "C", "C", "C", "C", "C", "C", "C", "C", "C", "C", "C", "C", "C", "C", "C", "C", "B", "H", "H", "H", "H", "H", "H", "H", "H", "H", "H", "H", "H", "H", "H", "H", "H", "H", "H", "H", "H", "H", "H", "H", "H", "H", "H", "H", "H", "H", "H", "H", "H", "H", "H", "H", "H", "H", "H", "H", "H", "H", "H", "H", "H", "H", "H", "H", "H", "H", "H", "H", "H", "H"],
  "xyz": [[-0.080, 0.968, 0.336], [-7.393, -1.713, -4.877], [0.947, -2.118, -1.410], [2.130, -1.826, 1.264], [1.217, 6.052, -0.605], [-1.138, -2.604, 1.040], [-1.515, -0.324, 1.241], [-3.275, -1.799, 1.104], [-3.299, 5.330, 0.299], [-1.974, -1.735, 3.005], [1.183, 2.990, 6.017], [0.153, -3.139, -2.276], [2.810, 1.620, 2.058], [-8.800, -1.459, -5.087], [-1.669, 1.897, 2.428], [0.177, -0.875, -1.090], [1.146, -0.714, 1.368], [2.530, -2.562, 2.567], [-7.053, -2.371, -3.628], [2.260, -1.869, -2.244], [3.496, -1.271, 0.742], [-6.661, -2.199, -6.039], [-1.440, 0.919, -1.365], [-5.496, -0.036, -4.023], [1.637, 1.823, -0.479], [1.927, 2.284, 4.015], [0.521, 1.657, 2.229], [-7.159, 0.976, -5.371], [-0.878, 4.775, 3.922], [1.933, 0.067, -3.759], [1.587, -2.995, 0.017], [-5.259, 2.231, -4.657], [-0.578, 2.976, 0.108], [5.196, -3.038, 0.745], [4.071, 3.008, -1.035], [0.922, 2.572, 4.916], [-0.492, 2.310, 4.455], [5.228, -1.174, 2.473], [-0.148, -0.131, 5.187], [-1.270, -3.025, -2.709], [2.718, 1.080, -0.754], [2.011, -3.660, 3.404], [-3.464, -0.007, -2.248], [-2.391, -0.042, -1.393], [-2.606, 2.017, -3.146], [0.477, 3.830, -0.230], [-6.465, 2.101, -5.336], [-2.063, 4.836, 0.150], [1.741, 3.173, -0.516], [-3.611, 1.054, -3.133], [2.162, -1.424, -3.641], [-1.560, 1.917, -2.262], [-6.637, -0.075, -4.716], [-2.174, -3.727, -1.728], [-4.828, 1.104, -3.988], [2.958, 3.785, -0.794], [3.944, 1.630, -1.035], [4.880, -1.592, 1.059], [0.538, -3.533, 3.685], [-1.038, 1.104, 5.255], [2.388, -4.995, 2.801], [-1.863, 3.481, 0.287], [-1.337, -3.619, -4.093], [-1.354, 3.555, 4.707], [1.810, 1.826, 2.710], [3.439, -1.872, -4.313], [-0.587, 1.950, 2.987], [0.218, 5.196, -0.314], [-1.036, 5.724, -0.130], [-2.024, -1.696, 1.638], [5.437, -0.957, 0.372], [0.246, -4.320, 4.382], [3.441, -1.539, -5.351], [1.742, 0.304, -4.806], [-2.615, 2.832, -3.857], [-1.539, 5.624, 4.093], [-1.208, 6.789, -0.193], [-1.925, -4.789, -1.684], [-1.330, 3.764, 5.777], [3.531, -2.958, -4.294], [-6.888, 2.944, -5.873], [-2.365, -3.569, -4.453], [5.032, 3.475, -1.208], [2.592, 0.019, -0.731], [0.791, 0.026, 5.724], [2.810, 0.622, -3.430], [-0.700, -3.078, -4.795], [-4.719, 3.167, -4.645], [0.129, 5.073, 4.228], [3.462, -5.074, 2.633], [3.022, 4.860, -0.809], [4.769, -0.210, 2.697], [-3.210, -3.621, -2.054], [4.301, -1.436, -3.804], [2.092, -5.782, 3.495], [0.294, -2.571, 4.124], [-2.085, -3.307, -0.729], [1.866, -5.172, 1.859], [1.071, 0.386, -3.169], [2.568, -3.525, 4.329], [-2.273, -0.873, -0.723], [-1.024, -4.664, -4.070], [1.318, -1.949, -4.092], [-2.693, 2.844, 0.552], [-2.377, 3.304, 4.423], [0.081, -0.398, 4.152], [0.753, -3.572, 0.419], [2.404, -3.646, -0.293], [4.783, 0.977, -1.235], [5.012, -3.262, -0.307], [-1.512, -1.964, -2.752], [2.876, 2.445, 4.322], [4.594, -3.708, 1.361], [-0.660, -0.981, 5.636], [6.311, -1.076, 2.560], [4.883, -1.907, 3.203], [-2.025, 0.872, 4.850], [-0.769, 2.652, -2.272], [-4.206, -0.796, -2.232], [-1.155, 1.429, 6.290], [-0.053, -3.647, 2.779], [-0.865, 4.575, 2.846], [6.247, -3.231, 0.963]]
}